C3H4N2O | ωB97M-V/def2-TZVPD

```
10
Properties=species:S:1:pos:R:3
O -1.599 0.722 -0.391
N 1.730 -0.255 0.493
N -0.427 -1.059 0.199
C 0.427 0.029 0.123
C -1.581 -0.581 -0.105
C -0.283 1.128 -0.242
H -0.081 2.171 -0.432
H 2.491 0.241 0.055
H 1.827 -1.259 0.446
H -2.504 -1.137 -0.146
```

## Properties
- Total charge: 0
- Gap between HOMO and LUMO: 9.5 eV
- SMILES string: Nc1cocn1
- E: -8202.969 eV
- E_HOMO: -8.39 eV
- Relative energy (zero: lowest compared OMol25 entry of this formula, charge and spin): 0.916 eV


C3H4N2O | ωB97M-V/def2-TZVPD

```
10
Properties=species:S:1:pos:R:3
O -0.722 -0.642 1.419
N 1.686 -0.302 -1.125
N 0.575 -0.206 0.943
C 0.592 -0.190 -0.456
C -0.625 0.463 -0.989
C -1.721 0.934 -1.177
H -2.588 1.537 -1.530
H -0.928 0.023 2.183
H 1.225 -0.816 1.435
H 2.505 -0.800 -0.703
```

## Properties
- Total charge: 0
- Gap between HOMO and LUMO: 10.3 eV
- SMILES string: [H]/N=C(/C#C)NO
- E: -8198.969 eV
- E_HOMO: -9.69 eV
- Relative energy (zero: lowest compared OMol25 entry of this formula, charge and spin): 4.917 eV


> Which value of E does entry 2 give?

-8198.969 eV


> Which of these has the lowest E?

number 1


> Which value of E_HOMO does entry 1 give?

-8.39 eV


> Which formula does entry 1 have?

C3H4N2O